Record 1
DFT (ωB97M-V/def2-TZVPD) results for a structure of composition C19H20I2N5OS2V.

Results
HOMO-LUMO gap (alpha / beta)	6.186 / 5.980	eV
LUMO (alpha / beta)	-6.8 / -7.0	eV
2S+1	3
total energy	-93074.1077	eV
maximum force	1.41	eV/A
total charge	+2

The geometry in XYZ format:
```
50
Properties=species:S:1:pos:R:3:forces:R:3:mulliken_spin:R:1
V 0.5638 -0.1053 0.8503 0.684 1.119 -0.525 2.08
C -1.6842 -3.8181 0.4028 0.044 -0.060 -0.002 0.00
C -1.1663 -2.4479 0.6560 -0.325 0.200 0.074 0.04
N 0.0534 -2.0970 0.8019 0.028 -0.279 0.021 -0.05
N 1.1087 -2.9602 0.9244 -0.166 0.275 0.065 -0.01
C 2.0929 -2.5348 1.7639 0.037 -0.130 -0.028 0.02
N 3.1295 -3.3328 1.9286 0.014 0.041 0.033 0.00
S 1.9638 -1.0564 2.6173 -0.071 -0.228 -0.053 -0.03
C -2.0993 -1.3049 0.9198 0.201 -0.395 -0.011 0.01
C -3.4700 -1.4422 0.8972 -0.094 0.131 0.031 0.00
C -4.2533 -0.3803 1.3488 -0.031 -0.158 -0.061 0.01
C -3.6367 0.7670 1.8034 0.132 0.125 0.045 0.00
C -2.2491 0.8389 1.7665 -0.089 -0.062 -0.005 0.03
N -1.4951 -0.1697 1.3356 -0.222 -0.168 0.073 -0.03
H -0.9090 -4.5133 0.0902 0.007 -0.001 0.027 0.00
H -2.4325 -3.7938 -0.3898 0.002 0.012 0.006 0.00
H -2.1639 -4.2112 1.3021 0.001 0.003 0.000 0.00
H 1.0572 -3.8927 0.5401 0.082 -0.013 0.023 0.00
H 3.2372 -4.2041 1.4322 0.016 -0.006 0.008 0.00
H 3.8789 -3.0399 2.5363 0.006 -0.012 -0.008 0.00
H -3.9302 -2.3586 0.5574 -0.005 0.007 0.001 0.00
H -5.3315 -0.4680 1.3546 0.003 0.015 -0.002 0.00
H -4.2046 1.6047 2.1826 -0.017 -0.014 -0.004 0.00
H -1.7225 1.7264 2.0903 -0.018 0.014 0.016 -0.01
I 4.8530 -0.8068 -1.8010 0.086 -0.072 0.104 0.00
C 3.0649 0.0224 -2.4028 -0.118 0.189 -0.461 0.00
C 2.9444 0.5568 -3.7167 0.076 -0.089 0.201 0.00
C 1.7780 1.1055 -4.1696 -0.059 -0.056 0.195 0.00
I 1.6947 1.8463 -6.1023 -0.004 0.054 -0.140 0.00
C 0.6391 1.1593 -3.3089 0.001 0.063 -0.160 0.00
C -0.6254 1.6795 -3.6494 0.074 -0.011 -0.052 0.01
C -1.6408 1.6603 -2.7292 0.007 -0.027 0.079 0.00
C -1.3999 1.1358 -1.4539 -0.038 0.061 -0.044 0.03
N -0.2287 0.6504 -1.0802 0.055 -0.044 -0.022 -0.05
C 0.7799 0.6465 -2.0095 -0.060 0.004 0.128 0.03
C 1.9873 0.0679 -1.5695 -0.056 -0.253 0.865 0.00
O 1.9674 -0.4330 -0.3110 -0.043 -0.095 -0.411 -0.07
H 3.8107 0.5135 -4.3627 -0.019 0.018 -0.025 0.00
H -0.7845 2.0847 -4.6405 -0.009 0.001 0.011 0.00
H -2.6202 2.0468 -2.9712 -0.003 -0.008 0.017 0.00
H -2.1957 1.1272 -0.7200 -0.012 0.003 -0.016 0.00
C 2.0417 2.6523 2.8119 0.013 0.009 0.075 0.00
S 1.3620 2.2920 1.1837 -0.076 -0.228 -0.060 -0.01
C 0.1000 3.5628 1.0148 -0.074 0.085 0.003 0.01
H 2.5893 3.5904 2.7595 -0.025 0.014 0.000 0.00
H 2.7375 1.8544 3.0629 0.005 -0.005 -0.027 0.00
H 1.2565 2.7122 3.5625 0.000 -0.016 -0.004 0.00
H -0.5247 3.6297 1.9041 0.021 -0.010 0.006 0.00
H -0.5076 3.3158 0.1459 0.017 0.002 -0.004 0.00
H 0.5841 4.5212 0.8407 0.023 -0.007 0.019 0.00
```
Positions in Å, forces in eV/Å.

Record 2
DFT (ωB97M-V/def2-TZVPD) results for a structure of composition C19H16AsF3NPS5Ti.

Results
HOMO-LUMO gap (alpha / beta)	3.871 / 6.017	eV
LUMO (alpha / beta)	4.2 / 4.2	eV
2S+1	3
total energy	-177030.4279	eV
maximum force	0.41	eV/A
total charge	-2

The geometry in XYZ format:
```
47
Properties=species:S:1:pos:R:3:forces:R:3:mulliken_spin:R:1
Ti -0.0019 0.4965 1.6017 -0.249 0.284 0.076 1.16
S 4.2551 -0.1884 3.2751 -0.040 0.043 0.150 0.00
As 2.2288 0.3167 3.6658 0.000 -0.113 -0.309 -0.01
S 1.6552 2.0596 2.3207 -0.047 -0.084 -0.002 0.02
S 0.9363 -1.3377 2.7822 0.162 -0.025 0.024 0.03
S 1.6174 0.7243 5.6351 0.049 -0.006 0.027 0.00
F -6.2500 1.6806 1.6601 -0.013 0.003 0.007 0.00
C -5.0329 1.4153 1.1089 -0.013 0.003 -0.001 -0.04
F -5.2155 0.2917 0.3752 0.004 -0.019 -0.003 0.00
F -4.8291 2.4076 0.2101 0.011 0.018 -0.009 0.00
C -3.9699 1.3021 2.1456 0.000 0.008 0.040 -0.07
C -4.3005 1.4669 3.5237 0.040 -0.013 -0.040 0.46
C -3.2585 1.3479 4.4523 0.001 0.004 0.050 -0.15
C -1.9772 1.0827 4.0468 0.038 -0.016 0.003 0.28
N -1.6622 0.9221 2.7156 0.105 -0.014 -0.083 0.13
C -2.6699 1.0384 1.7908 0.151 -0.046 -0.286 0.10
S -1.9954 0.7877 0.1668 -0.058 0.029 0.114 0.00
H -5.3143 1.6744 3.8281 -0.003 0.001 0.004 0.05
H -3.4523 1.4653 5.5119 -0.011 0.003 -0.004 -0.01
H -1.1433 0.9857 4.7313 -0.023 0.003 0.021 0.03
C 3.3825 -0.3822 -0.1864 0.005 0.019 0.005 0.01
P 1.6081 -0.2147 -0.5307 -0.063 -0.181 0.359 0.01
C 1.6071 0.7511 -2.0839 -0.072 0.097 0.009 -0.03
C 1.2077 2.0837 -2.0025 0.014 -0.043 -0.025 0.01
C 1.2243 2.8933 -3.1304 -0.005 0.003 -0.019 0.00
C 1.6294 2.3748 -4.3516 -0.012 0.025 0.015 0.00
C 2.0212 1.0448 -4.4432 0.006 -0.016 -0.010 0.00
C 2.0110 0.2389 -3.3151 0.010 0.005 0.002 0.00
C 1.1226 -1.8758 -1.1154 0.012 0.038 -0.075 -0.02
C 1.8660 -3.0163 -0.8259 -0.002 -0.001 0.008 0.00
C 1.4139 -4.2695 -1.2197 -0.006 -0.010 -0.007 0.00
C 0.2151 -4.3978 -1.9044 0.010 -0.002 0.000 0.00
C -0.5424 -3.2661 -2.1806 -0.002 0.007 -0.001 0.00
C -0.0960 -2.0171 -1.7816 -0.021 -0.006 0.005 0.01
H 3.9254 -0.8382 -1.0175 0.004 -0.009 0.007 0.00
H 3.5093 -0.9435 0.7418 0.028 -0.022 -0.017 0.00
H 3.7755 0.6121 0.0270 -0.025 0.016 -0.022 0.00
H 0.8766 2.4799 -1.0490 -0.003 0.000 -0.005 0.00
H 0.9076 3.9259 -3.0521 0.001 0.001 -0.013 0.00
H 1.6323 3.0029 -5.2347 0.004 0.001 0.001 0.00
H 2.3322 0.6348 -5.3970 -0.001 0.001 0.000 0.00
H 2.3090 -0.8010 -3.3903 -0.003 -0.003 0.007 0.00
H 2.7891 -2.9344 -0.2673 0.001 0.020 -0.004 0.00
H 1.9986 -5.1485 -0.9764 -0.002 -0.003 -0.001 0.00
H -0.1388 -5.3767 -2.2055 0.000 -0.001 0.002 0.00
H -1.4942 -3.3559 -2.6897 0.000 -0.008 0.001 0.00
H -0.7128 -1.1442 -1.9655 0.017 0.008 -0.002 0.00
```
Positions in Å, forces in eV/Å.

Record 3
DFT (ωB97M-V/def2-TZVPD) results for a structure of composition C3H7O3S3.

Results
HOMO-LUMO gap	6.722	eV
LUMO	3.4	eV
2S+1	1
total energy	-41871.8639	eV
maximum force	3.94	eV/A
total charge	-1

The geometry in XYZ format:
```
16
Properties=species:S:1:pos:R:3:forces:R:3:mulliken_charge:R:1
C -0.5495 1.2102 2.2898 -3.376 1.389 -0.342 -1.48
C -1.0748 0.0085 1.6276 -2.745 -2.818 0.180 0.35
C -0.0996 -0.7996 0.8670 -0.090 2.908 0.743 -0.64
O -0.1537 -0.0171 -3.2532 0.328 -3.722 0.786 -0.53
O 1.6572 -1.6569 -2.4953 0.414 1.295 -0.462 -0.50
O 1.8635 0.7913 -2.1214 1.195 0.891 -0.633 -0.62
S -1.5234 0.0932 -0.1431 -0.169 -0.266 0.077 -0.32
S 1.4608 -0.1424 0.8194 1.864 -0.356 -0.358 -0.52
S 0.9297 -0.2627 -1.9259 -1.205 -0.419 -0.176 0.84
H -0.3617 2.0098 1.6211 0.212 0.538 -1.212 0.42
H -1.2943 1.6727 2.9388 0.141 -0.397 0.709 0.35
H 0.3735 0.9963 2.6404 2.782 -0.598 2.096 0.37
H -1.8985 -0.6635 2.1725 1.843 1.746 -0.788 0.25
H -0.1369 -1.8214 0.8045 -0.816 -2.355 -0.132 0.46
H 0.9609 -2.2909 -2.3871 -0.605 -0.979 0.113 0.30
H -0.1531 0.8725 -3.4552 0.227 3.141 -0.602 0.28
```
Positions in Å, forces in eV/Å.

Record 4
DFT (ωB97M-V/def2-TZVPD) results for a structure of composition C11H44O11.

Results
HOMO-LUMO gap	8.759	eV
LUMO	0.3	eV
2S+1	1
total energy	-34623.1860	eV
maximum force	9.59	eV/A
total charge	0

The geometry in XYZ format:
```
66
Properties=species:S:1:pos:R:3:forces:R:3:mulliken_charge:R:1
C -1.4757 -2.0476 -2.5633 0.205 -0.259 -4.405 -0.15
O -1.2044 -2.5085 -1.3108 5.977 -6.907 -2.931 -0.57
H -2.4433 -2.4542 -2.8576 -0.123 0.323 -0.444 0.36
H -1.4255 -0.9666 -2.6931 -0.270 -0.884 0.818 -0.48
H -0.6949 -2.3870 -3.2440 -0.122 -0.190 -0.228 0.42
H -0.8279 -3.3886 -1.3829 0.060 -0.174 0.409 0.55
C 0.6770 3.1827 -0.4417 -0.586 1.726 -1.224 -0.72
O -0.1529 3.6444 -1.4973 2.327 1.978 3.549 -0.74
H 1.5928 2.7700 -0.8649 -1.426 0.091 -0.211 -0.11
H 0.9694 4.0733 0.1144 0.184 0.360 0.241 0.34
H 0.2634 2.4883 0.2896 -1.049 1.105 -1.841 0.72
H -0.5441 2.8831 -1.9321 0.412 0.950 0.605 0.42
C 1.8253 0.9372 -2.7067 -0.238 -1.054 0.006 -0.70
O 1.3979 -0.2242 -2.0431 2.613 -2.817 -7.735 -0.70
H 2.3291 0.6385 -3.6259 -0.010 0.169 -0.151 0.37
H 0.9600 1.5578 -2.9399 0.306 0.442 -0.256 0.18
H 2.5480 1.5004 -2.1163 0.148 0.228 0.056 0.18
H 1.0355 0.0105 -1.1856 1.536 -0.039 -1.517 1.44
C -3.6911 -1.9676 -0.0895 -0.578 -0.029 -0.788 -1.40
O -2.4974 -1.2707 -0.3871 -6.410 3.174 2.745 -0.79
H -4.1899 -2.3102 -0.9961 -0.032 -0.193 -0.191 0.35
H -3.5829 -2.8140 0.5887 0.352 -0.253 -0.105 0.27
H -4.3966 -1.2927 0.3952 0.016 0.093 -0.062 0.46
H -1.8884 -1.8180 -0.8882 -1.823 0.550 2.633 0.35
C 0.7201 0.6133 2.5349 -0.645 1.000 1.985 -1.36
O 0.8841 1.5303 1.4417 -1.347 1.709 9.008 -0.48
H -0.1838 0.9123 3.0656 -0.100 -0.177 0.055 0.44
H 0.6198 -0.4357 2.2565 0.251 0.466 -0.517 0.34
H 1.5810 0.7348 3.1924 -0.420 -0.210 0.298 0.57
H 1.0833 2.4131 1.7619 -0.082 -0.146 0.367 0.67
C -1.3855 1.0168 -2.5432 -0.708 0.556 -0.036 -1.13
O -1.2338 2.4114 -2.8213 -2.864 -3.428 -3.639 -0.50
H -1.3289 0.4358 -3.4637 0.275 0.309 -0.067 0.35
H -0.6162 0.7280 -1.8270 -0.108 0.400 -0.713 0.02
H -2.3373 0.8193 -2.0501 -0.221 0.027 -0.070 0.45
H -1.9064 2.7159 -3.4349 -0.085 0.119 0.051 0.37
C -2.8575 -0.7586 2.5431 0.463 -0.370 -0.796 -0.75
O -2.7761 0.1837 1.4815 -0.897 1.574 3.092 -0.63
H -1.8632 -1.0188 2.9061 0.354 0.215 0.175 0.13
H -3.4312 -0.4999 3.4330 -0.300 0.676 -0.369 0.41
H -3.2425 -1.6973 2.1446 -0.298 0.133 0.459 0.21
H -2.7691 -0.2939 0.6488 0.287 -0.233 -0.554 0.64
C -1.0563 -3.4755 1.7526 -1.301 0.072 -0.371 -0.43
O -0.1383 -3.9450 2.6815 0.857 -0.052 0.423 -0.56
H -0.6535 -2.8975 0.9208 0.313 -0.454 0.101 0.21
H -1.5974 -4.3415 1.3715 0.024 -0.017 -0.141 0.39
H -1.7853 -2.8120 2.2178 0.047 -0.368 -0.046 0.18
H 0.2206 -3.1754 3.1294 0.221 -0.109 0.187 0.33
C 3.2694 -0.2551 1.3965 2.572 -0.709 0.660 -0.32
O 4.6786 0.1147 1.3288 -0.859 -6.890 2.127 -0.81
H 2.8085 -0.2485 0.4087 -0.065 -0.157 0.267 0.11
H 3.1973 -1.2648 1.8008 0.160 -0.340 -0.183 0.44
H 2.7662 0.3258 2.1695 0.467 0.215 -0.780 0.14
H 4.6712 1.0160 0.9985 1.040 -2.019 0.507 0.53
C 2.9902 2.3445 0.4130 1.182 1.248 -1.368 -0.26
O 4.3415 2.0267 0.7109 -1.684 8.201 -1.977 -0.37
H 2.4604 2.9449 1.1526 0.990 -0.144 0.553 0.20
H 2.9512 3.0464 -0.4199 1.071 -0.398 -0.009 0.74
H 2.4301 1.4442 0.1602 1.353 0.904 -0.100 0.01
H 4.9280 2.7528 0.4865 -0.024 0.225 -0.070 0.34
C -0.2278 -0.5244 0.0034 -0.590 0.174 -0.156 -2.32
O 0.7917 0.4187 -0.2383 -4.130 -1.878 3.040 -1.29
H -1.0933 -0.1449 0.5465 0.965 0.580 -0.042 1.69
H -0.5603 -0.8342 -0.9874 0.865 0.821 1.055 1.13
H 0.0726 -1.4350 0.5216 0.747 0.224 -0.096 0.38
H 0.9944 0.8725 0.5830 0.755 -0.138 -1.284 -0.28
```
Positions in Å, forces in eV/Å.

Record 5
DFT (ωB97M-V/def2-TZVPD) results for an isolated molecule of C4H10N2.

Results
HOMO-LUMO gap	9.552	eV
LUMO	0.9	eV
2S+1	1
total energy	-7287.2412	eV
maximum force	4.45	eV/A
total charge	0

The geometry in XYZ format:
```
16
Properties=species:S:1:pos:R:3:forces:R:3:mulliken_charge:R:1
C -1.1040 1.0517 0.1768 -1.011 -2.695 3.383 -0.56
C -0.5278 -0.0989 1.2449 -2.024 1.092 0.017 -0.62
C 0.4650 -1.0749 0.6042 0.165 1.514 -1.912 -0.47
C 2.3011 -0.0592 -0.6269 -1.228 -0.482 0.554 -0.37
N 1.1017 -0.4570 -0.7175 -0.129 -3.085 0.308 -0.42
N -1.8780 0.4761 -0.9445 1.294 4.199 -0.730 -0.56
H -1.8486 1.6374 0.7996 1.316 -0.106 -0.371 0.35
H -0.2300 1.6122 -0.0905 0.072 0.473 -0.647 0.32
H -1.4357 -0.6215 1.7098 1.152 0.532 -0.764 0.35
H -0.0444 0.4255 2.1476 -0.588 -0.525 -1.540 0.28
H 1.2775 -1.1246 1.2836 0.890 -0.537 0.692 0.36
H 0.1643 -2.1533 0.3313 0.066 2.032 0.224 0.29
H 3.0608 -0.3052 -1.3716 -0.355 1.111 -0.570 0.26
H 2.5598 0.4250 0.2911 1.231 -0.085 1.004 0.31
H -2.4261 -0.2941 -0.7019 -1.179 -1.040 0.683 0.21
H -2.4494 1.3527 -1.1596 0.327 -2.399 -0.332 0.27
```
Positions in Å, forces in eV/Å.

Record 6
DFT (ωB97M-V/def2-TZVPD) results for an isolated molecule of C3H4O.

Results
HOMO-LUMO gap (alpha / beta)	7.576 / 7.473	eV
LUMO (alpha / beta)	0.4 / 0.4	eV
2S+1	1
total energy	-5218.9308	eV
maximum force	5.62	eV/A
total charge	0

The geometry in XYZ format:
```
8
Properties=species:S:1:pos:R:3:forces:R:3:mulliken_charge:R:1
C 1.1711 0.4022 -0.0020 4.351 -3.537 0.421 0.39
C -0.2271 0.6876 0.0237 -4.183 1.794 -1.526 -0.07
C -0.6329 -0.6979 0.0081 0.462 -0.338 -2.762 -0.91
O 2.1329 -0.3252 0.0047 -2.582 2.843 -0.137 -0.38
H -0.5829 1.2130 0.9622 0.864 -0.223 -1.190 0.23
H -0.6120 1.2688 -0.9610 1.348 -0.741 2.307 0.19
H -0.4537 -1.3229 -0.9189 -0.279 1.008 1.204 0.24
H -0.7954 -1.2255 0.8831 0.019 -0.806 1.683 0.31
```
Positions in Å, forces in eV/Å.

Record 7
DFT (ωB97M-V/def2-TZVPD) results for a cluster of 3 separate species, C8H17O8PS in total.

Results
HOMO-LUMO gap	9.391	eV
LUMO	0.2	eV
2S+1	1
total energy	-45071.2094	eV
maximum force	7.23	eV/A
total charge	0

The geometry in XYZ format:
```
35
Properties=species:S:1:pos:R:3:forces:R:3:mulliken_charge:R:1
C 2.4586 -1.0602 -0.0760 1.426 -0.329 -0.933 -0.96
P 0.6466 -0.4581 0.1171 4.106 -0.942 -0.527 0.33
S -1.4255 0.1890 0.0664 -5.630 4.393 -1.141 0.82
C -2.5782 -1.3354 0.0732 -0.404 -0.471 -0.504 -0.78
O -1.6907 0.8866 -1.3212 1.152 -2.471 4.045 -0.65
O -1.8329 1.0577 1.2809 1.367 -2.574 -2.783 -0.63
H 3.2445 -0.1962 0.1691 -1.797 -2.003 -0.302 0.19
H 2.6339 -1.3072 -1.2299 -0.445 0.442 2.428 0.25
H 2.7111 -2.0456 0.5037 -0.314 2.037 -0.840 0.33
H 0.7225 -0.0159 -1.2814 -0.745 -0.018 0.988 0.11
H 0.9786 0.4695 1.1899 -0.847 -0.471 -0.673 0.12
H 0.1587 -1.7563 0.5178 0.000 0.570 -0.173 0.04
H -2.3868 -1.9315 -0.9305 -0.367 1.279 2.122 0.31
H -3.6705 -0.8772 0.0490 2.429 -0.939 0.150 0.19
H -2.4060 -2.0269 1.0071 -0.354 1.555 -1.804 0.33
C -6.4525 2.2195 0.6732 -0.090 0.940 -0.690 -0.32
C -5.6935 2.1502 1.9586 0.840 0.844 0.396 -0.15
O -6.2250 1.0002 2.5888 -0.580 -0.779 -0.557 -0.31
C -6.7384 0.2085 1.6022 -0.751 -2.279 0.451 0.67
O -7.1237 -0.9367 1.7687 0.870 2.510 -0.402 -0.56
O -6.7634 0.8650 0.4056 0.023 -0.707 0.707 -0.31
H -5.8587 2.6486 -0.1385 -0.140 -0.227 0.048 0.30
H -7.3859 2.7842 0.7686 0.052 -0.063 0.003 0.27
H -4.6195 2.0035 1.8025 -0.072 -0.004 -0.009 0.15
H -5.8445 3.0376 2.5794 -0.020 -0.270 0.035 0.28
C 7.4421 -0.4197 -1.6768 1.011 0.134 -0.529 -0.35
C 6.0752 -0.4648 -2.2791 -0.273 0.210 -1.107 -0.32
O 5.2907 -1.0577 -1.2616 0.419 -0.032 0.867 -0.23
C 5.9352 -0.8299 -0.0799 -0.864 -0.484 2.362 0.62
O 5.4575 -1.0546 1.0196 1.148 0.514 -2.483 -0.52
O 7.1829 -0.3172 -0.2893 -0.920 -0.260 0.341 -0.31
H 8.0233 0.4377 -2.0270 -0.060 -0.122 0.239 0.31
H 8.0117 -1.3361 -1.8633 -0.064 0.069 0.017 0.26
H 5.6799 0.5336 -2.4940 0.040 -0.076 0.032 0.28
H 6.0427 -1.0643 -3.1930 -0.146 0.024 0.229 0.29
```
Positions in Å, forces in eV/Å.